No. 1
The following is a DFT calculation (wB97M-V/def2-TZVPD) of C3H10O2 as an isolated structure.

Values from the calculation:
Strongest force on any atom, eV/A: 6.524
HOMO, eV: -9.46
E_tot, eV: -7366.5163
M, g mol⁻¹: 78.11
Energy relative to the best compared isomer or geometry (same formula, charge and spin), kJ/mol: 150.5
HOMO-LUMO gap, eV: 10.0394

Positions of all 15 atoms, in Å:
O: 1.479 -0.081 0.255
C: -1.718 -0.243 -0.365
C: 0.548 0.941 -0.152
C: -0.451 0.308 -1.109
H: 1.970 -0.461 -0.503
H: -2.308 -0.866 -1.059
H: -2.361 0.571 0.010
H: -1.407 -0.867 0.489
H: 1.095 1.760 -0.658
H: 0.118 1.350 0.782
H: -0.007 -0.534 -1.675
H: -0.802 1.058 -1.843
O: 1.018 -0.813 2.196
H: 1.363 -0.435 1.356
H: 1.464 -1.687 2.275

Atoms 1-3, force components in eV/Å:
O 1.60 2.22 -5.92
C 0.54 -0.12 -0.29
C 0.50 0.04 -0.72

---

No. 2
The following is a DFT calculation (wB97M-V/def2-TZVPD) of a 2-piece molecular cluster, C3H10O2S overall.

Values from the calculation:
Strongest force on any atom, eV/A: 5.477
HOMO, eV: -9.02
E_tot, eV: -18202.0027
SMILES: OCCCS.O
M, g mol⁻¹: 110.18
Energy relative to the best compared isomer or geometry (same formula, charge and spin), kJ/mol: 102.4
HOMO-LUMO gap, eV: 9.7147

Positions of all 16 atoms, in Å:
C: -0.130 -0.550 1.638
O: -0.695 -1.903 1.428
C: 0.508 -0.269 0.288
C: 1.127 1.094 0.229
S: 1.886 1.435 -1.365
H: -0.852 0.109 1.783
H: 0.455 -0.616 2.567
H: -0.036 -2.554 1.893
H: 1.267 -1.133 0.073
H: -0.149 -0.493 -0.517
H: 1.838 1.188 1.006
H: 0.273 1.869 0.464
H: 1.200 0.688 -2.167
H: -3.344 -1.166 -0.079
H: -4.616 -0.571 -0.696
O: -3.710 -0.838 -0.856

Atoms 1-3, force components in eV/Å:
C 2.41 -4.67 -1.53
O 1.62 -1.08 2.12
C 2.81 -1.94 0.79